Here is a 5-piece molecular cluster, C42H88FN4O14 overall in a non-equilibrium geometry from the Open Molecules 2025 dataset. Energies are from ωB97M-V with the def2-TZVPD basis set.

HOMO, eV: -10.524
Maximum force, eV/Å: 2.6
Frontier orbital gap, hartree: 0.3043
Total charge: +1

```
149
Properties=species:S:1:pos:R:3:forces:R:3:mulliken_charge:R:1
C -2.03109 -5.44866 -4.40981 -0.5 0.4 0.8 -1.222
C -3.39466 -4.71987 -4.49347 0.6 -0.4 -0.7 0.151
C -3.37641 -3.41670 -5.32897 -0.1 0.0 0.4 -1.007
C -3.85037 -2.14246 -4.56999 -0.6 -1.1 -1.2 0.104
O -2.88321 -1.13044 -4.42189 -0.7 0.6 0.9 -0.384
C -1.91670 -1.16347 -3.37997 1.6 -1.6 -0.1 2.298
C -0.67743 -1.87698 -4.00499 -0.1 0.1 -0.3 -2.329
O -0.48235 -1.37743 -5.31605 0.4 0.1 0.4 -0.420
C 0.88665 -1.30018 -5.71459 -0.3 0.1 -0.6 -0.823
C -2.27496 -2.01001 -2.13642 -0.7 0.0 0.6 0.023
N -1.10763 -2.35773 -1.32896 0.1 0.3 0.2 -0.133
C -3.34540 -1.27469 -1.31006 0.8 -2.0 -0.5 -0.898
N -3.69743 -1.95671 -0.05320 -1.3 2.3 0.1 -0.110
C -4.80569 -2.60072 0.04006 0.7 -0.3 0.0 0.819
C -5.79555 -2.18640 1.10576 0.8 -1.2 0.8 -1.116
C -5.13673 -3.79105 -0.84034 -0.6 0.2 0.2 -1.070
C -3.00690 0.20838 -0.97749 -0.3 -1.7 1.4 -1.769
C -2.07778 0.27469 0.24349 0.3 0.1 1.3 -0.551
C -2.93573 0.59268 1.49000 0.6 0.3 -1.2 -0.683
O -2.27546 0.10155 2.66938 -1.2 -0.1 0.2 -0.006
C -3.20276 0.18195 3.67846 -0.5 0.1 1.3 0.673
C -3.25425 -0.86999 4.76835 0.8 0.3 -0.3 -1.220
O -4.03508 1.05127 3.71950 0.1 0.2 -0.7 -0.505
N -2.62433 0.99380 -2.21081 -0.5 0.7 0.3 1.474
C -3.90083 1.19231 -2.99148 -1.1 -0.4 -0.8 -0.592
C -4.90731 2.22201 -2.48728 -0.4 0.9 -0.2 -1.554
O -5.12575 2.28900 -1.09750 0.4 -0.2 -0.2 -0.167
C -5.73822 3.52234 -0.72301 -0.9 0.1 0.5 -0.342
C -6.36569 3.33748 0.65339 0.2 -0.3 -0.4 -1.077
C -2.21298 2.36209 -1.76991 1.0 0.1 -0.2 -0.711
C -2.01509 3.42358 -2.83601 -0.2 1.0 0.5 -0.485
O -1.91479 4.55303 -2.50928 0.0 0.0 -0.1 -0.497
F -1.91568 3.08999 -4.13132 -0.1 -0.6 0.2 -0.212
C -1.57401 0.31767 -3.09224 0.3 -0.1 -1.2 -1.284
C -0.10156 0.69736 -2.85734 0.8 0.2 0.4 -1.728
C 0.68786 0.27011 -1.64985 0.2 -0.2 1.1 0.327
N 1.50410 -0.69353 -1.61755 -0.2 0.0 -0.6 -0.583
H -2.20788 -6.51057 -4.23698 0.2 0.0 -0.2 0.387
H -1.40707 -5.28778 -5.28702 -0.1 -0.1 -0.1 0.324
H -1.49665 -5.08227 -3.52541 0.2 -0.1 -0.2 0.207
H -4.09049 -5.41760 -4.96517 -0.1 0.1 0.1 0.544
H -3.76631 -4.55115 -3.47992 -0.1 0.1 -0.1 -0.282
H -2.39794 -3.22186 -5.77423 0.0 0.0 0.2 0.364
H -4.04249 -3.57457 -6.17989 0.0 0.2 0.0 0.500
H -4.36565 -2.47593 -3.66185 0.3 0.3 0.3 -0.173
H -4.63913 -1.71303 -5.19466 0.2 0.4 0.1 0.559
H -0.89662 -2.95095 -4.07956 -0.2 0.1 0.1 0.446
H 0.21498 -1.78396 -3.38334 -0.1 0.2 0.0 0.675
H 1.17741 -0.24629 -5.78469 0.2 -0.1 0.2 0.230
H 0.96448 -1.70211 -6.72765 0.0 -0.1 0.1 0.315
H 1.55800 -1.86105 -5.06347 0.0 0.1 0.1 0.380
H -2.72699 -2.96992 -2.41090 -0.3 0.4 -0.7 -0.532
H -0.67620 -3.19638 -1.69953 0.2 0.1 -0.1 0.366
H -1.41166 -2.61266 -0.39425 -0.1 0.1 0.0 0.547
H -4.25948 -1.32838 -1.90727 0.2 0.4 -0.2 1.103
H -5.23818 -1.73610 1.92927 -0.1 0.2 -0.1 0.064
H -6.49401 -1.44974 0.70402 0.0 -0.1 -0.2 0.212
H -6.33232 -3.04272 1.52271 -0.2 0.2 -0.2 0.512
H -4.23645 -4.36520 -1.05124 0.0 0.2 -0.2 0.233
H -5.80680 -4.44659 -0.27818 -0.1 0.0 -0.2 0.543
H -5.65129 -3.51266 -1.76609 0.1 0.0 0.0 0.163
H -3.97390 0.55787 -0.60861 0.2 0.7 -0.5 0.609
H -1.57136 -0.66020 0.47624 -0.1 -0.1 -0.5 0.242
H -1.29688 1.03502 0.24865 0.0 0.0 -0.5 0.677
H -3.08933 1.67556 1.51078 -0.1 -0.1 0.4 0.298
H -3.89430 0.08681 1.39967 0.0 0.1 0.0 0.108
H -2.26207 -1.08821 5.16849 -0.1 -0.4 -0.2 0.232
H -3.76191 -1.75386 4.37819 0.3 -0.1 0.0 0.257
H -3.87444 -0.46258 5.56204 0.0 0.0 -0.1 0.374
H -4.40859 0.24274 -3.14177 0.4 -0.1 0.5 0.779
H -3.68116 1.48771 -4.01836 0.4 0.1 0.2 0.504
H -4.65612 3.22335 -2.87247 0.2 -0.1 0.2 0.558
H -5.85878 1.99526 -2.99174 0.2 -0.2 0.0 0.512
H -5.02506 4.35534 -0.73218 0.2 -0.2 0.0 0.345
H -6.53618 3.77579 -1.43289 0.2 -0.1 -0.1 0.343
H -5.67013 2.80667 1.30731 0.1 0.3 0.2 0.169
H -7.25147 2.70345 0.58065 0.0 0.1 0.0 0.298
H -6.65109 4.30586 1.06069 0.1 -0.1 0.2 0.401
H -1.25197 2.34910 -1.25382 0.0 -0.4 -0.2 1.198
H -2.88526 2.74798 -1.00448 -0.4 -0.1 -0.4 0.532
H -1.72030 0.75489 -4.08335 -0.3 0.1 0.2 0.732
H 0.03268 1.78458 -2.90953 -0.3 0.0 0.0 0.614
H 0.47527 0.37141 -3.72449 -0.4 -0.3 -0.1 0.483
H 0.61687 0.85707 -0.72373 -0.5 0.3 -0.3 0.294
H 1.90387 -0.75671 -0.68105 0.2 -0.1 -0.1 0.364
C -1.41520 3.30006 3.71198 -0.1 0.1 0.1 -0.701
O -1.23065 4.61213 4.20750 0.1 -0.1 -0.1 -0.440
C -1.16153 4.66520 5.62730 -0.1 0.3 -0.1 -0.464
C 0.26047 4.81913 6.11867 0.0 -0.2 0.2 -0.542
O 1.03872 3.66088 5.85192 0.0 0.0 -0.2 -0.373
C 1.90471 3.81775 4.74417 0.0 0.0 0.1 -0.508
H -1.26947 3.32266 2.63028 0.0 0.1 0.0 0.155
H -0.69548 2.60114 4.14862 0.0 0.0 0.0 0.375
H -2.43191 2.95516 3.92202 0.0 -0.1 0.0 0.352
H -1.62504 3.77804 6.06903 0.0 0.0 0.0 0.270
H -1.73752 5.54019 5.94230 0.0 0.0 0.0 0.426
H 0.24296 4.95170 7.20444 0.0 0.0 0.0 0.402
H 0.72347 5.70646 5.67741 0.0 0.0 0.0 0.318
H 2.73144 4.49036 4.99533 0.0 0.0 -0.1 0.398
H 1.37554 4.20427 3.86843 0.0 0.0 0.0 0.287
H 2.31420 2.83803 4.50414 0.0 0.0 0.1 0.008
C 2.99858 -1.86550 7.32227 0.1 0.0 0.0 -0.649
O 2.86243 -3.18839 6.83116 -0.1 0.2 0.0 -0.378
C 1.61346 -3.77903 7.15545 0.3 -0.2 -0.1 -0.570
C 0.67446 -3.77480 5.96964 -0.3 0.1 0.2 -0.510
O 0.27959 -2.45368 5.62034 0.1 0.0 -0.1 -0.294
C 0.97174 -1.95850 4.49080 0.0 0.1 0.0 -0.944
H 3.89347 -1.43655 6.87399 0.0 -0.1 0.0 0.240
H 2.13857 -1.24530 7.05724 0.0 0.0 0.0 0.246
H 3.12174 -1.87213 8.40993 0.0 0.1 0.0 0.329
H 1.15438 -3.27309 8.00981 0.0 0.0 0.0 0.330
H 1.81166 -4.81611 7.44279 0.0 0.0 0.0 0.369
H -0.23417 -4.32331 6.23688 0.0 0.0 0.0 0.392
H 1.13497 -4.27973 5.11545 0.1 0.0 0.0 0.341
H 0.62439 -2.45810 3.57875 0.1 0.0 0.0 0.377
H 2.05163 -2.09195 4.59064 0.0 0.0 0.0 0.513
H 0.75585 -0.89309 4.40929 0.0 0.0 0.0 0.203
C 6.74582 1.35701 1.21270 0.1 0.0 0.0 -0.400
O 5.83319 2.37062 0.81399 -0.1 -0.2 0.1 -0.404
C 4.92890 1.94047 -0.18654 0.1 0.4 0.1 -0.593
C 3.56530 1.63698 0.39386 0.0 -0.3 -0.1 0.087
O 3.59220 0.49658 1.24052 0.0 0.0 0.1 -0.439
C 3.58455 0.82737 2.61756 0.0 -0.1 0.1 -0.610
H 7.27189 1.70793 2.09871 0.0 0.1 0.0 0.281
H 6.23216 0.42394 1.45673 0.0 0.0 0.0 0.240
H 7.47907 1.17382 0.42099 0.0 -0.1 0.0 0.091
H 5.32153 1.06860 -0.71988 0.0 0.0 0.0 0.286
H 4.82939 2.76147 -0.90502 0.0 0.0 0.0 0.328
H 2.87714 1.38706 -0.41605 0.0 0.2 -0.2 0.037
H 3.17332 2.50786 0.92893 0.0 0.0 0.0 0.328
H 2.59806 1.20481 2.90908 0.0 0.0 0.1 0.110
H 4.34779 1.57069 2.85853 0.0 0.0 0.0 0.395
H 3.79137 -0.08223 3.17945 0.0 0.0 0.0 0.306
C 10.58637 0.63070 -4.66690 0.0 0.0 -0.1 -0.682
O 9.23405 0.26556 -4.88706 0.1 0.0 0.1 -0.372
C 8.78386 -0.75945 -4.01606 -0.2 0.1 -0.3 -0.680
C 7.93094 -0.20285 -2.89711 0.1 -0.2 0.3 -0.337
O 8.69052 0.60237 -2.00825 0.0 0.1 -0.1 -0.386
C 8.50318 1.99145 -2.21570 0.0 0.0 0.1 -0.672
H 10.78306 1.53400 -5.24179 0.0 0.0 0.0 0.243
H 10.78259 0.83397 -3.61155 0.0 0.0 0.0 0.289
H 11.25756 -0.16009 -5.01720 0.0 0.0 0.1 0.325
H 9.62835 -1.32306 -3.60900 0.0 0.0 0.1 0.343
H 8.17543 -1.44572 -4.61395 0.0 0.0 0.0 0.379
H 7.52866 -1.03675 -2.31211 0.0 0.0 0.0 0.366
H 7.08718 0.36183 -3.30688 0.0 0.0 0.0 0.325
H 7.50740 2.29325 -1.86992 0.0 0.1 -0.1 0.176
H 8.62195 2.26587 -3.26640 0.0 0.0 0.0 0.439
H 9.25134 2.52226 -1.62931 0.0 -0.1 0.1 0.242
```
Forces are in eV/Å.